No. 1
This record from OMol25 describes a cluster of 8 separate species, C32H46Br2O3 in total at a distorted geometry. The level of theory is wB97M-V/def2-TZVPD.

Last column: Löwdin charge in e.
Positions of all 83 atoms, in Å:
Br (-18.817, -25.156, -0.032)  0.56
C (-19.808, -26.507, -1.084)  -0.71
C (-19.333, -26.594, -2.554)  -0.63
Br (-20.431, -28.025, -3.359)  0.58
H (-20.854, -26.208, -1.009)  0.04
H (-19.768, -27.486, -0.607)  0.04
H (-18.355, -27.066, -2.653)  0.05
H (-19.643, -25.700, -3.094)  0.05
C (-20.281, -19.661, -1.093)  -0.10
C (-21.462, -19.186, -1.797)  -0.05
C (-21.780, -17.825, -1.662)  -0.10
C (-21.038, -17.009, -0.821)  -0.11
C (-19.914, -17.463, -0.191)  -0.08
C (-19.595, -18.822, -0.330)  -0.13
H (-19.896, -20.667, -1.170)  0.10
H (-22.037, -19.744, -2.521)  0.09
H (-22.691, -17.545, -2.172)  0.10
H (-21.289, -15.960, -0.764)  0.10
H (-19.433, -16.808, 0.520)  0.10
H (-18.842, -19.294, 0.285)  0.10
C (-20.704, -23.800, -7.378)  -0.11
C (-21.916, -23.870, -8.021)  -0.11
C (-22.585, -22.766, -8.434)  -0.09
C (-22.152, -21.534, -7.964)  -0.10
C (-21.043, -21.466, -7.191)  -0.11
C (-20.247, -22.593, -6.974)  -0.10
H (-20.181, -24.673, -7.019)  0.10
H (-22.297, -24.863, -8.206)  0.10
H (-23.534, -22.951, -8.916)  0.10
H (-22.655, -20.584, -8.072)  0.10
H (-20.657, -20.498, -6.906)  0.10
H (-19.274, -22.500, -6.515)  0.10
C (-11.787, -25.551, 3.232)  -0.07
C (-13.132, -25.214, 2.995)  -0.12
C (-13.612, -23.934, 3.010)  -0.09
C (-12.727, -22.972, 3.532)  -0.09
C (-11.389, -23.255, 3.797)  -0.12
C (-10.882, -24.515, 3.611)  -0.09
H (-11.419, -26.544, 3.017)  0.09
H (-13.817, -25.960, 2.619)  0.10
H (-14.606, -23.621, 2.727)  0.10
H (-12.922, -21.910, 3.567)  0.09
H (-10.687, -22.438, 3.873)  0.10
H (-9.806, -24.600, 3.559)  0.10
C (-27.178, -28.932, 2.441)  -0.09
C (-28.514, -29.104, 1.986)  -0.07
C (-28.831, -28.856, 0.652)  -0.13
C (-27.905, -28.429, -0.217)  -0.09
C (-26.565, -28.282, 0.262)  -0.09
C (-26.204, -28.579, 1.551)  -0.12
H (-26.979, -29.035, 3.497)  0.10
H (-29.343, -29.454, 2.582)  0.10
H (-29.821, -29.123, 0.312)  0.10
H (-28.052, -28.272, -1.276)  0.10
H (-25.842, -27.745, -0.335)  0.10
H (-25.160, -28.456, 1.799)  0.10
C (-17.030, -30.953, 0.790)  -0.09
C (-17.643, -31.466, 2.141)  -0.29
O (-17.179, -30.671, 3.250)  -0.09
H (-16.034, -31.394, 0.747)  0.06
H (-17.123, -29.879, 0.634)  0.07
H (-17.562, -31.353, -0.073)  0.06
H (-17.355, -32.511, 2.253)  0.10
H (-18.731, -31.441, 2.074)  0.10
H (-16.234, -30.791, 3.373)  0.08
C (-18.973, -28.639, -8.909)  -0.09
C (-17.674, -29.087, -8.186)  -0.34
O (-17.323, -28.064, -7.337)  -0.08
H (-19.442, -29.418, -9.510)  0.07
H (-18.878, -27.864, -9.669)  0.07
H (-19.633, -28.324, -8.101)  0.07
H (-16.906, -29.238, -8.944)  0.11
H (-17.984, -29.930, -7.568)  0.12
H (-17.264, -27.302, -7.918)  0.08
C (-21.835, -26.210, 5.077)  -0.10
C (-21.071, -26.951, 6.111)  -0.32
O (-21.657, -26.653, 7.401)  -0.09
H (-21.150, -25.807, 4.331)  0.07
H (-22.362, -25.404, 5.588)  0.08
H (-22.521, -26.837, 4.508)  0.07
H (-20.012, -26.729, 5.977)  0.11
H (-21.149, -28.032, 5.991)  0.11
H (-21.386, -25.752, 7.595)  0.07

SMILES = c1ccccc1.c1ccccc1.c1ccccc1.c1ccccc1.BrCCBr.CCO.CCO.CCO
total charge = 0
HOMO level = -9.091 eV
lowest unoccupied orbital energy = 0.0109 hartree


No. 2
This record from OMol25 describes a structure of composition C15H27Cl6NO7 at a distorted geometry. The level of theory is wB97M-V/def2-TZVPD.

Last column: natural (NBO) charge in e.
Positions of all 56 atoms, in Å:
C (-2.876, -1.736, -1.316)  -0.09
C (-3.465, -0.417, -1.779)  -0.18
O (-3.322, 0.466, -0.740)  -0.46
C (-2.799, -0.078, 0.351)  0.99
O (-2.478, 0.481, 1.405)  -0.61
O (-2.426, -1.384, 0.000)  -0.54
H (-2.065, -1.931, -2.019)  0.17
H (-3.725, -2.419, -1.298)  0.21
H (-4.493, -0.693, -2.017)  0.16
H (-2.942, -0.230, -2.717)  0.11
C (3.289, 0.764, 0.747)  -0.13
C (2.213, 1.694, 1.342)  -0.12
O (2.461, 2.837, 0.559)  -0.50
C (3.060, 2.604, -0.575)  0.96
O (3.110, 3.411, -1.491)  -0.57
O (3.379, 1.294, -0.558)  -0.50
H (2.951, -0.270, 0.682)  0.21
H (4.292, 0.684, 1.165)  0.19
H (2.484, 1.981, 2.358)  0.22
H (1.310, 1.088, 1.271)  0.18
C (-0.397, -2.338, 2.675)  -0.69
C (-0.136, -1.766, 4.004)  0.66
O (-0.534, -2.320, 5.050)  -0.64
N (0.602, -0.683, 4.042)  -0.60
C (0.982, 0.031, 5.230)  -0.43
H (0.343, -3.062, 2.335)  0.24
H (-0.405, -1.541, 1.932)  0.19
H (-1.345, -2.854, 2.520)  0.24
H (0.780, -0.241, 3.152)  0.38
H (0.226, 0.122, 6.009)  0.23
H (1.262, 1.084, 5.185)  0.21
H (1.816, -0.450, 5.741)  0.20
Cl (-0.672, 3.738, -2.161)  -0.06
C (-0.232, 2.803, -0.683)  -0.40
C (0.547, 1.589, -1.022)  -0.37
Cl (-0.361, 0.450, -2.149)  -0.05
H (-1.137, 2.426, -0.206)  0.22
H (0.268, 3.409, 0.072)  0.25
H (0.563, 0.967, -0.127)  0.21
H (1.577, 1.776, -1.327)  0.24
Cl (0.257, -3.158, -1.044)  -0.05
C (0.212, -1.420, -0.966)  -0.42
C (0.094, -0.848, 0.442)  -0.42
Cl (1.574, -1.116, 1.313)  0.02
H (-0.597, -1.139, -1.640)  0.19
H (1.105, -1.037, -1.461)  0.23
H (-0.703, -1.329, 1.010)  0.29
H (-0.066, 0.217, 0.610)  0.22
Cl (-2.578, -0.230, -3.871)  0.20
C (-0.909, -0.782, -3.969)  -0.43
C (-0.010, 0.413, -4.523)  -0.38
Cl (1.739, -0.150, -4.595)  -0.06
H (-0.766, -1.671, -4.584)  0.25
H (-0.589, -1.084, -2.972)  0.21
H (-0.110, 1.298, -3.895)  0.25
H (-0.358, 0.748, -5.500)  0.23

total charge = 0
HOMO level = -8.749 eV
energy above the lowest of the compared OMol25 structures with the same formula, charge and spin = 397.6 kcal/mol
lowest unoccupied orbital energy = 0.0086 hartree


No. 3
This record from OMol25 describes a cluster of 7 separate species, C50H88Br3INO24P in total at a distorted geometry. The level of theory is wB97M-V/def2-TZVPD.

Last column: Löwdin charge in e.
Positions of all 168 atoms, in Å:
C (1.109, 5.372, -0.162)  -0.11
C (0.704, 4.825, -1.639)  -0.13
C (-0.786, 5.307, -1.922)  -0.36
O (-1.295, 6.150, -1.131)  0.07
O (-1.603, 4.913, -3.026)  -0.10
C (-1.933, 3.479, -2.950)  -0.15
C (-3.388, 3.204, -2.333)  -0.10
C (-3.374, 2.304, -0.984)  -0.25
C (-2.271, 2.974, -0.035)  -0.51
O (-2.436, 4.018, 0.661)  0.00
O (-0.994, 2.389, -0.005)  -0.17
N (-2.769, 1.017, -1.508)  0.15
C (-3.384, -0.136, -1.258)  -0.16
C (-2.958, -1.598, -1.733)  -0.11
C (-1.374, -1.838, -1.871)  -0.15
C (-0.840, -3.011, -0.892)  -0.33
C (-1.694, -4.379, -1.008)  -0.08
C (0.672, -3.349, -1.402)  -0.18
C (1.672, -2.112, -1.240)  -0.19
C (1.829, -1.631, 0.298)  -0.07
C (3.097, -1.260, 0.846)  -0.30
C (3.439, -1.660, 2.368)  -0.08
C (4.221, -0.495, 0.018)  -0.08
C (-4.654, 0.321, -0.352)  -0.45
C (-5.831, -0.620, -0.909)  -0.63
Br (-6.041, -0.519, -2.914)  0.66
C (-7.240, -0.470, -0.115)  -0.70
C (-7.705, -1.884, 0.556)  -0.15
Br (-8.764, 0.123, -1.243)  0.61
P (-4.121, -0.297, 1.405)  1.01
C (-2.281, 0.075, 1.699)  -0.23
O (-4.238, -2.008, 1.504)  -0.35
C (-4.824, 1.917, -0.336)  -0.53
Br (-6.286, 2.758, -1.408)  0.82
C (-5.137, 2.523, 1.151)  -0.22
C (-5.827, 3.996, 1.080)  -0.82
O (-5.243, 5.030, 0.733)  -0.03
I (-7.946, 4.156, 1.700)  0.72
H (0.343, 4.989, 0.603)  0.08
H (1.025, 6.521, -0.129)  0.08
H (2.188, 5.098, 0.121)  0.08
H (1.488, 5.273, -2.349)  0.12
H (0.853, 3.694, -1.640)  0.10
H (-1.971, 3.141, -4.056)  0.14
H (-1.090, 2.861, -2.476)  0.11
H (-3.879, 4.229, -2.148)  0.14
H (-3.975, 2.579, -3.110)  0.11
H (-1.907, 0.889, -2.062)  0.16
H (-3.462, -1.786, -2.755)  0.11
H (-3.477, -2.331, -1.010)  0.11
H (-1.196, -2.202, -2.954)  0.13
H (-0.763, -0.897, -1.668)  0.10
H (-0.831, -2.646, 0.195)  0.12
H (-2.538, -4.333, -1.780)  0.08
H (-0.941, -5.227, -1.220)  0.08
H (-2.161, -4.646, 0.011)  0.07
H (0.566, -3.568, -2.534)  0.12
H (1.021, -4.316, -0.911)  0.11
H (2.733, -2.398, -1.578)  0.11
H (1.366, -1.185, -1.837)  0.10
H (0.931, -1.543, 1.005)  0.10
H (4.395, -2.300, 2.354)  0.08
H (2.554, -2.199, 2.839)  0.08
H (3.710, -0.702, 2.941)  0.08
H (5.210, -1.061, 0.103)  0.07
H (4.411, 0.556, 0.446)  0.09
H (3.959, -0.351, -1.094)  0.07
H (-5.489, -1.707, -0.721)  0.08
H (-7.022, 0.220, 0.779)  0.08
H (-8.038, -1.715, 1.649)  0.10
H (-6.860, -2.651, 0.602)  0.06
H (-8.554, -2.340, -0.079)  0.07
H (-1.591, -0.242, 0.847)  0.03
H (-2.119, 1.160, 2.043)  0.07
H (-1.984, -0.576, 2.608)  0.07
H (-4.939, -2.249, 2.159)  0.05
H (-5.932, 1.864, 1.669)  0.07
H (-4.214, 2.516, 1.819)  0.11
C (4.227, -9.323, 0.492)  -0.07
C (3.477, -8.324, -0.369)  -0.22
O (3.712, -6.981, 0.071)  0.03
C (4.901, -6.459, -0.272)  -0.59
O (5.763, -7.013, -0.912)  0.12
O (4.978, -5.221, 0.240)  0.00
C (6.240, -4.586, 0.031)  -0.04
H (3.985, -9.177, 1.548)  0.08
H (3.972, -10.345, 0.207)  0.08
H (5.308, -9.200, 0.395)  0.07
H (2.402, -8.500, -0.275)  0.12
H (3.729, -8.432, -1.427)  0.12
H (6.517, -4.588, -1.025)  0.10
H (7.007, -5.081, 0.631)  0.10
H (6.155, -3.551, 0.363)  0.08
C (8.631, 4.970, -2.816)  -0.07
C (8.062, 4.286, -1.587)  -0.22
O (6.632, 4.230, -1.642)  0.03
C (6.120, 3.297, -2.459)  -0.59
O (6.750, 2.516, -3.131)  0.12
O (4.780, 3.398, -2.422)  0.00
C (4.111, 2.524, -3.328)  -0.04
H (8.176, 5.955, -2.951)  0.08
H (9.713, 5.088, -2.725)  0.08
H (8.425, 4.398, -3.723)  0.07
H (8.319, 4.866, -0.698)  0.12
H (8.482, 3.285, -1.451)  0.12
H (4.426, 1.487, -3.189)  0.09
H (4.292, 2.847, -4.356)  0.10
H (3.041, 2.586, -3.127)  0.09
C (-5.748, 3.601, 5.789)  -0.07
C (-5.948, 3.081, 7.200)  -0.21
O (-7.027, 3.761, 7.854)  0.03
C (-8.259, 3.379, 7.485)  -0.59
O (-8.527, 2.526, 6.672)  0.12
O (-9.149, 4.128, 8.157)  0.00
C (-10.504, 3.890, 7.782)  -0.05
H (-5.620, 4.687, 5.795)  0.09
H (-4.869, 3.143, 5.330)  0.08
H (-6.614, 3.388, 5.158)  0.06
H (-5.050, 3.280, 7.790)  0.12
H (-6.109, 2.000, 7.214)  0.12
H (-10.756, 2.830, 7.851)  0.10
H (-10.679, 4.261, 6.769)  0.10
H (-11.144, 4.443, 8.470)  0.09
C (0.220, 8.085, -8.866)  -0.07
C (1.200, 7.584, -7.822)  -0.22
O (0.893, 8.116, -6.528)  0.03
C (-0.146, 7.543, -5.898)  -0.59
O (-0.822, 6.635, -6.322)  0.12
O (-0.322, 8.172, -4.726)  0.01
C (-1.467, 7.723, -3.994)  -0.03
H (0.176, 9.177, -8.858)  0.08
H (0.513, 7.747, -9.862)  0.08
H (-0.792, 7.725, -8.668)  0.07
H (2.205, 7.932, -8.072)  0.12
H (1.236, 6.492, -7.791)  0.12
H (-1.453, 6.639, -3.856)  0.06
H (-2.380, 8.034, -4.508)  0.10
H (-1.444, 8.196, -3.012)  0.10
C (11.829, -5.459, -1.678)  -0.07
C (12.255, -5.134, -0.258)  -0.21
O (12.440, -3.723, -0.083)  0.03
C (11.315, -3.003, 0.037)  -0.59
O (10.187, -3.436, 0.016)  0.11
O (11.656, -1.710, 0.158)  0.00
C (10.542, -0.820, 0.193)  -0.05
H (12.534, -5.034, -2.396)  0.08
H (11.778, -6.539, -1.826)  0.08
H (10.849, -5.036, -1.907)  0.07
H (13.221, -5.603, -0.053)  0.12
H (11.546, -5.523, 0.477)  0.12
H (9.827, -1.107, 0.967)  0.10
H (10.058, -0.791, -0.786)  0.10
H (10.918, 0.178, 0.424)  0.09
C (-4.746, -7.475, 6.777)  -0.07
C (-5.345, -6.093, 6.596)  -0.21
O (-4.792, -5.436, 5.448)  0.03
C (-5.262, -5.849, 4.262)  -0.59
O (-6.098, -6.703, 4.085)  0.12
O (-4.624, -5.164, 3.296)  -0.01
C (-4.962, -5.581, 1.975)  -0.05
H (-3.655, -7.419, 6.808)  0.08
H (-5.105, -7.932, 7.701)  0.08
H (-5.006, -8.135, 5.947)  0.07
H (-5.095, -5.474, 7.461)  0.12
H (-6.435, -6.129, 6.531)  0.13
H (-6.043, -5.562, 1.815)  0.10
H (-4.563, -6.580, 1.786)  0.10
H (-4.499, -4.884, 1.274)  0.07

total charge = 0
HOMO level = -8.201 eV
lowest unoccupied orbital energy = -0.0309 hartree


No. 4
This record from OMol25 describes a cluster of 7 separate species, C24H47IN15O8P in total at a distorted geometry. The level of theory is wB97M-V/def2-TZVPD.

Last column: Löwdin charge in e.
Positions of all 96 atoms, in Å:
C (8.672, 2.577, 1.902)  -0.03
C (9.504, 2.103, 0.614)  -0.40
O (10.749, 1.868, 0.766)  0.01
N (8.926, 1.912, -0.754)  -0.02
C (8.298, 0.531, -0.776)  -0.19
C (6.836, 0.530, -0.083)  -0.20
C (5.680, -0.192, -0.949)  -0.19
C (4.623, -1.048, -0.073)  -0.15
C (3.322, -0.212, 0.401)  -0.37
C (3.833, 1.090, 1.245)  -0.23
N (4.204, 2.154, 1.712)  0.15
C (2.446, 0.374, -0.851)  -0.12
C (1.148, 1.195, -0.358)  -0.19
C (-0.227, 0.395, -0.413)  -0.03
C (-1.528, 1.106, 0.095)  -0.02
C (-1.485, 2.575, 0.649)  -0.18
C (-2.784, 3.348, 1.232)  -0.09
C (-0.132, 3.400, 0.667)  -0.02
C (1.151, 2.668, 0.157)  -0.04
C (2.443, -1.090, 1.433)  -0.41
C (2.595, -2.673, 1.244)  -0.18
N (2.585, -3.860, 0.975)  0.13
P (3.012, -0.554, 3.206)  0.58
O (4.604, -1.107, 3.530)  -0.39
I (1.361, -1.696, 4.696)  0.50
H (9.383, 2.987, 2.722)  0.10
H (8.099, 1.680, 2.356)  0.08
H (7.927, 3.412, 1.614)  0.09
H (8.219, 2.648, -0.913)  0.10
H (8.210, 0.132, -1.854)  0.12
H (9.010, -0.140, -0.149)  0.14
H (6.523, 1.648, 0.005)  0.10
H (6.825, 0.124, 0.994)  0.10
H (6.223, -0.966, -1.628)  0.11
H (5.196, 0.560, -1.671)  0.11
H (4.354, -1.976, -0.718)  0.13
H (5.135, -1.417, 0.904)  0.12
H (3.121, 1.078, -1.481)  0.12
H (2.171, -0.498, -1.548)  0.13
H (-0.209, -0.692, -0.818)  0.10
H (-2.515, 0.506, 0.065)  0.09
H (-2.571, 3.567, 2.354)  0.07
H (-2.847, 4.350, 0.681)  0.07
H (-3.691, 2.664, 1.093)  0.07
H (-0.112, 4.488, 1.058)  0.10
H (2.177, 3.209, 0.164)  0.08
H (1.312, -0.861, 1.415)  0.11
H (5.242, -0.410, 3.210)  0.05
C (-0.438, 2.677, 5.181)  -0.69
O (-0.887, 2.680, 4.045)  0.02
N (-0.577, 3.730, 6.025)  0.15
N (0.238, 1.623, 5.699)  0.14
H (-0.216, 3.748, 6.962)  0.09
H (-1.074, 4.534, 5.677)  0.10
H (0.364, 0.818, 5.103)  -0.04
H (0.614, 1.603, 6.630)  0.09
C (-5.066, 0.560, -1.956)  -0.70
O (-4.811, 1.482, -1.187)  -0.01
N (-5.168, -0.728, -1.547)  0.15
N (-5.269, 0.746, -3.277)  0.18
H (-5.376, -1.497, -2.163)  0.07
H (-5.024, -0.912, -0.567)  0.10
H (-5.202, 1.692, -3.625)  0.06
H (-5.479, 0.002, -3.920)  0.06
C (-5.294, -2.882, -5.451)  -0.68
O (-5.039, -1.962, -4.688)  0.02
N (-5.395, -4.166, -5.035)  0.16
N (-5.495, -2.698, -6.777)  0.15
H (-5.603, -4.937, -5.644)  0.10
H (-5.252, -4.344, -4.053)  0.11
H (-5.428, -1.754, -7.125)  0.11
H (-5.705, -3.440, -7.420)  0.10
C (2.165, -6.310, 4.299)  -0.71
O (2.414, -5.381, 5.055)  -0.02
N (2.055, -7.591, 4.730)  0.14
N (1.979, -6.144, 2.971)  0.15
H (1.852, -8.368, 4.128)  0.09
H (2.187, -7.758, 5.715)  0.10
H (2.053, -5.205, 2.610)  0.04
H (1.775, -6.894, 2.337)  0.09
C (-7.747, -3.142, -1.097)  -0.70
O (-6.566, -3.434, -1.224)  0.01
N (-8.170, -1.866, -0.941)  0.16
N (-8.735, -4.070, -1.104)  0.15
H (-9.134, -1.605, -0.836)  0.10
H (-7.464, -1.145, -0.932)  0.08
H (-8.459, -5.032, -1.218)  0.11
H (-9.709, -3.851, -1.001)  0.09
C (-5.245, 4.532, -4.315)  -0.69
O (-5.549, 3.508, -4.909)  0.01
N (-4.196, 4.598, -3.462)  0.16
N (-5.932, 5.691, -4.458)  0.15
H (-3.931, 5.429, -2.964)  0.10
H (-3.660, 3.755, -3.327)  0.11
H (-6.720, 5.683, -5.085)  0.11
H (-5.699, 6.542, -3.980)  0.09

SMILES = CC(=O)NCCCC[C@@](C#N)(Cc1ccc(C)cc1)[C@@H](C#N)P(O)I.NC(N)=O.NC(N)=O.NC(N)=O.NC(N)=O.NC(N)=O.NC(N)=O
total charge = 0
HOMO level = -7.976 eV
lowest unoccupied orbital energy = -0.0081 hartree